[1]
Formula: C24H51F3N3O2
Source: the OMol25 dataset
Level of theory: ωB97M-V with the def2-TZVPD basis set

Multiplicity ... 2
Kohn-Sham gap (alpha / beta) ... 8.26 / 8.44 eV
HOMO (alpha / beta) ... -8.0 / -8.2 eV
E ... -42431.2681 eV

```
83
Properties=species:S:1:pos:R:3:forces:R:3:lowdin_spin:R:1
C -3.0464 1.7280 0.9739 0.53 -0.22 0.36 0.014
C -1.9987 2.8370 1.0331 -0.06 0.49 -1.05 0.026
C -2.0571 3.5730 -0.3142 -0.37 -0.24 0.29 0.008
C -0.5931 2.3007 1.2073 0.15 0.02 0.71 0.000
C -0.3223 1.5938 2.5660 -0.64 0.32 -0.90 0.000
C -0.5222 0.0811 2.4401 0.04 -0.08 0.59 0.000
C 0.4298 -0.7889 3.3023 0.09 -0.06 -0.36 0.000
O 1.3897 -0.0817 4.0484 -0.37 -0.07 0.47 0.000
C -0.3521 -1.6458 4.2747 -0.30 -0.35 0.70 0.000
F -1.2375 -2.4290 3.5865 0.62 0.50 0.62 0.000
F -1.0708 -0.8815 5.1527 0.54 -0.75 -0.63 0.000
F 0.4533 -2.4721 5.0027 -0.81 0.70 -0.61 0.000
C -1.2285 2.1931 3.6533 0.51 -0.09 0.18 0.013
C -1.6306 3.6437 3.4189 0.02 0.66 0.19 0.026
C -0.3837 4.5372 3.4854 -0.02 -0.38 0.11 0.010
C -2.5639 4.0886 4.5377 0.41 -0.21 0.16 0.000
N -2.3197 3.8196 2.0971 -0.13 -1.06 0.50 0.385
O -3.5416 4.1770 2.1180 -0.02 0.41 -0.09 0.511
H -3.1135 1.2064 1.9235 -0.24 -0.03 0.14 0.000
H -2.7098 0.9972 0.2423 -0.10 -0.09 -0.22 0.001
H -4.0113 2.1229 0.6936 -0.22 0.06 0.01 0.002
H -3.0721 3.9216 -0.4761 -0.09 0.23 -0.01 0.000
H -1.3756 4.4150 -0.3440 0.18 0.11 -0.05 0.001
H -1.8338 2.8646 -1.1072 0.20 0.00 -0.18 0.000
H 0.0946 3.1381 1.1157 0.07 0.09 -0.14 0.000
H -0.3857 1.6437 0.3693 0.08 -0.19 -0.12 0.000
H 0.6994 1.8438 2.8250 0.26 -0.18 0.07 0.000
H -1.5418 -0.1416 2.7402 -0.16 -0.10 -0.05 0.000
H -0.4490 -0.2533 1.4118 0.18 0.05 -0.23 0.000
H 0.9413 -1.4896 2.6415 -0.02 -0.24 -0.01 0.000
H 2.0390 0.2572 3.4393 0.38 0.17 -0.22 0.000
H -0.6708 2.1859 4.5885 -0.02 -0.08 0.21 0.002
H -2.0978 1.5690 3.8402 -0.25 -0.02 -0.18 0.000
H 0.3427 4.2994 2.7165 0.04 0.17 -0.19 0.001
H 0.1036 4.3446 4.4380 0.09 0.07 0.18 0.000
H -0.6502 5.5866 3.4514 -0.04 0.19 -0.18 0.000
H -3.4108 3.4225 4.6477 -0.29 0.05 -0.14 0.001
H -1.9959 4.0390 5.4655 0.07 -0.01 0.12 0.000
H -2.8802 5.1138 4.4046 -0.26 0.12 -0.11 -0.001
C 0.1132 0.9410 -6.3530 0.01 -0.02 -0.03 0.000
C -0.6675 0.1260 -5.3327 0.07 -0.02 -0.11 0.000
N -1.6370 0.9167 -4.6005 -0.03 0.04 0.13 0.000
C -2.1536 0.2551 -3.4182 0.03 -0.09 0.23 0.000
C -2.9663 -1.0316 -3.6040 -0.06 0.02 0.08 0.000
C -2.6085 1.6290 -5.4118 -0.04 0.15 -0.17 0.000
C -3.4675 0.8145 -6.3869 -0.07 0.04 0.02 0.000
H 0.5559 1.8215 -5.8863 -0.03 0.02 0.02 0.000
H 0.9180 0.3361 -6.7719 0.00 -0.01 -0.01 0.000
H -0.5134 1.2695 -7.1830 0.00 0.01 0.00 0.000
H 0.0403 -0.2814 -4.6057 -0.06 -0.02 0.06 0.000
H -1.1213 -0.7400 -5.8407 0.03 -0.01 0.00 0.000
H -2.7514 0.9748 -2.8508 -0.05 0.05 -0.10 0.000
H -1.2976 0.0256 -2.7730 0.05 -0.02 -0.08 0.000
H -3.9540 -0.8351 -4.0182 0.01 -0.01 -0.06 0.000
H -3.1159 -1.5127 -2.6350 0.01 0.00 0.00 0.000
H -2.4559 -1.7472 -4.2490 0.01 0.01 -0.02 0.000
H -2.0733 2.3894 -5.9865 0.04 -0.04 0.00 0.000
H -3.2604 2.1919 -4.7398 0.00 -0.06 0.08 0.000
H -2.8663 0.1331 -6.9904 0.02 0.00 0.01 0.000
H -3.9791 1.4908 -7.0744 0.01 0.01 0.01 0.000
H -4.2340 0.2322 -5.8780 0.04 -0.06 0.00 0.000
C 3.1394 -4.4539 -1.7357 -0.01 -0.03 0.00 0.000
C 4.3239 -4.3217 -0.7897 -0.06 -0.10 -0.08 0.000
N 4.1717 -3.2347 0.1576 0.06 0.14 0.06 0.000
C 5.4017 -2.8818 0.8437 0.17 0.05 0.00 0.000
C 6.0446 -3.9284 1.7610 0.01 0.06 0.06 0.000
C 2.9745 -3.2824 0.9751 -0.28 -0.03 0.02 0.000
C 2.7256 -4.5326 1.8275 -0.04 0.05 0.08 0.000
H 2.9249 -3.5010 -2.2211 0.00 0.02 0.02 0.000
H 3.3648 -5.1875 -2.5102 0.00 -0.02 0.00 0.000
H 2.2378 -4.7897 -1.2219 0.00 0.00 0.00 0.000
H 5.2167 -4.1150 -1.3852 0.05 0.03 0.06 0.000
H 4.4977 -5.2922 -0.2986 0.01 -0.01 -0.02 0.000
H 5.2227 -1.9680 1.4171 -0.08 -0.01 0.02 0.000
H 6.1319 -2.6061 0.0763 -0.03 -0.05 -0.05 0.000
H 5.4799 -4.0691 2.6816 -0.03 -0.04 -0.02 0.000
H 7.0455 -3.5983 2.0456 0.00 0.00 -0.01 0.000
H 6.1474 -4.8951 1.2676 -0.01 -0.01 -0.02 0.000
H 2.1117 -3.1465 0.3156 0.03 -0.04 -0.04 0.000
H 2.9733 -2.4020 1.6248 0.14 0.02 0.01 0.000
H 2.8503 -5.4501 1.2513 0.01 0.00 -0.03 0.000
H 1.6999 -4.5222 2.2026 0.00 0.01 -0.01 0.000
H 3.3832 -4.5811 2.6937 0.05 -0.04 -0.03 0.000
```
Positions in Å, forces in eV/Å.

[2]
Formula: C39H36Cl2FIN3O3PRu
Source: the OMol25 dataset
Level of theory: ωB97M-V with the def2-TZVPD basis set

Multiplicity ... 6
Kohn-Sham gap (alpha / beta) ... 7.64 / 5.50 eV
HOMO (alpha / beta) ... -14.6 / -14.7 eV
Charge ... +3
Energy above the lowest of the compared OMol25 structures with the same formula, charge and spin ... 1.58 kcal per mole
E ... -99349.4978 eV

```
87
Properties=species:S:1:pos:R:3:forces:R:3:lowdin_spin:R:1
Ru 0.9798 1.6940 -1.0752 0.19 -0.31 0.50 3.724
I 3.5094 2.7463 -1.9876 -0.11 0.22 -0.22 0.192
C 4.3359 4.2589 -0.7588 0.10 -0.09 0.04 0.014
C 5.6594 4.4168 -1.0750 -0.03 -0.05 0.02 0.010
C 6.4380 5.3972 -0.4421 -0.04 0.09 0.08 0.001
C 5.8468 6.2069 0.4780 0.07 -0.06 -0.09 0.002
C 4.4786 6.0642 0.8080 0.00 0.04 0.04 0.000
C 3.9372 6.9748 1.7465 -0.11 -0.01 0.02 -0.001
C 2.6233 6.9294 2.1041 0.11 0.00 -0.03 0.002
C 1.8187 5.9313 1.5443 -0.03 0.00 0.01 0.008
C 2.2978 5.0008 0.6420 -0.11 0.05 0.07 0.024
P 0.9523 3.8664 0.2277 -0.15 -0.04 -0.29 0.182
C -0.3718 4.8284 -0.5291 0.11 0.13 0.07 0.034
C -1.5516 5.1717 0.1261 0.00 -0.03 0.04 0.014
C -2.4977 5.9490 -0.5282 0.00 0.00 -0.02 0.002
C -2.2644 6.3912 -1.8226 0.00 -0.01 -0.01 0.013
C -1.0800 6.0611 -2.4733 -0.01 0.01 0.01 -0.001
C -0.1379 5.2773 -1.8318 0.00 0.00 -0.02 0.015
C 0.3764 3.0564 1.7259 0.01 0.00 -0.04 0.033
C -0.8116 2.3150 1.6599 -0.05 -0.01 -0.05 0.032
C -1.1903 1.5199 2.7295 0.00 0.00 0.04 0.000
C -0.3895 1.4572 3.8634 -0.03 -0.02 -0.02 0.023
C 0.7941 2.1794 3.9247 0.01 0.03 -0.02 0.008
C 1.1865 2.9697 2.8556 0.01 -0.01 0.03 0.012
C 3.6619 5.0522 0.2094 -0.02 -0.02 -0.05 0.002
H 6.1282 3.7923 -1.8240 -0.02 -0.02 0.01 0.004
H 7.4817 5.5007 -0.7021 0.00 0.01 0.00 0.000
H 6.4121 6.9858 0.9725 0.00 0.00 0.00 0.000
H 4.5968 7.7230 2.1671 0.00 0.00 0.00 0.000
H 2.2021 7.6349 2.8059 0.01 0.00 0.00 0.000
H 0.7779 5.8956 1.8502 0.01 -0.02 -0.02 0.001
H -1.7334 4.8528 1.1443 0.01 -0.02 0.02 0.001
H -3.4114 6.2232 -0.0185 0.00 -0.01 0.00 0.000
H -3.0018 7.0044 -2.3231 0.01 0.00 0.00 0.001
H -0.8877 6.4279 -3.4727 -0.01 -0.01 -0.01 0.000
H 0.7897 5.0308 -2.3404 0.02 0.00 0.01 0.001
H -1.4644 2.3857 0.7953 0.03 0.01 -0.02 0.001
H -2.1223 0.9714 2.6888 0.00 0.00 0.00 -0.001
H -0.6922 0.8491 4.7054 0.00 0.00 0.00 0.001
H 1.4179 2.1262 4.8062 0.01 -0.01 0.00 0.000
H 2.1206 3.5130 2.9044 0.01 0.00 -0.01 0.000
C 1.6229 -5.6665 1.5500 0.02 -0.01 0.01 0.000
C 0.6909 -4.6695 2.2136 -0.12 0.11 0.02 0.000
N 0.4265 -3.4909 1.3563 0.07 0.00 0.02 0.004
C 1.1465 -2.3885 1.5529 -0.06 -0.09 -0.04 0.002
C 1.0482 -1.2377 0.8030 -0.13 -0.15 0.03 0.006
C 1.9826 -0.1478 1.2111 -0.01 0.47 -0.40 0.026
O 2.6003 -0.1541 2.2393 -0.09 -0.19 0.12 0.042
O 2.1164 0.8305 0.3132 0.03 -0.11 -0.04 0.307
C 0.0964 -1.1795 -0.2483 0.06 0.00 0.18 0.009
O -0.1413 -0.1693 -0.9880 0.18 0.11 0.06 0.114
C -0.6844 -2.3839 -0.4653 0.03 -0.04 0.07 0.005
C -1.6501 -2.4246 -1.4789 -0.03 0.00 0.00 0.000
C -2.3880 -3.5480 -1.6894 0.00 -0.09 0.05 0.001
F -3.3377 -3.5139 -2.6388 0.00 -0.01 -0.02 0.000
C -2.2103 -4.7303 -0.9298 0.06 0.12 -0.02 0.000
C -1.2525 -4.6859 0.0729 -0.03 0.04 -0.10 0.001
C -0.5058 -3.5272 0.3276 0.01 -0.03 0.02 0.001
N -2.9327 -5.9076 -1.1599 -0.07 -0.04 0.04 0.000
C -3.7165 -6.1185 -2.3801 -0.01 0.00 -0.03 0.000
C -4.1765 -7.5787 -2.4270 0.06 -0.16 0.07 0.000
N -3.1674 -8.4297 -1.7093 0.04 0.03 0.01 0.000
C -3.1777 -8.1402 -0.2225 -0.02 -0.06 -0.18 0.000
C -3.4782 -6.6513 -0.0307 0.03 -0.05 0.07 0.000
H 1.7856 -6.5168 2.2111 -0.01 0.01 0.01 0.000
H 2.5924 -5.2126 1.3461 0.00 0.01 0.01 0.000
H 1.2208 -6.0350 0.6062 0.00 -0.01 0.00 0.000
H 1.1154 -4.2791 3.1357 0.07 -0.05 0.00 0.000
H -0.2714 -5.1007 2.4875 0.03 -0.04 -0.02 0.000
H 1.8601 -2.4150 2.3674 0.01 0.03 -0.01 0.000
H -1.8371 -1.5448 -2.0778 0.01 -0.01 -0.01 0.000
H -1.0539 -5.5806 0.6420 -0.02 0.00 0.00 0.000
H -3.0946 -5.9002 -3.2468 0.01 0.02 0.01 0.000
H -4.6097 -5.4934 -2.4414 0.00 0.03 0.02 0.000
H -4.2699 -7.9429 -3.4470 -0.02 0.05 -0.02 0.000
H -5.1194 -7.7462 -1.9101 -0.04 0.05 -0.05 0.000
H -2.2373 -8.2276 -2.0796 -0.01 0.02 -0.02 0.000
H -3.3435 -9.4210 -1.8787 -0.02 0.00 0.01 0.000
H -2.1983 -8.4282 0.1531 -0.01 0.02 0.06 0.000
H -3.9385 -8.7798 0.2204 0.01 0.04 0.07 0.000
H -3.0393 -6.3188 0.9050 0.00 0.01 -0.01 0.000
H -4.5569 -6.4846 0.0572 0.00 0.01 -0.03 0.000
Cl 0.6105 1.3006 -3.8179 -0.02 0.01 0.11 0.066
C -1.1247 1.7468 -3.8443 -0.01 0.03 -0.11 0.008
Cl -1.7327 2.1460 -2.2338 0.07 0.06 -0.04 0.053
H -1.6703 0.8944 -4.2283 -0.01 0.01 -0.01 0.001
H -1.2137 2.6203 -4.4785 -0.04 0.00 -0.01 0.001
```
Positions in Å, forces in eV/Å.

[3]
Formula: C4H11NO3
Source: the OMol25 dataset
Level of theory: ωB97M-V with the def2-TZVPD basis set

SMILES string ... CN(C=O)CCO.O
Kohn-Sham gap ... 10.07 eV
HOMO ... -9.4 eV
Energy above the lowest of the compared OMol25 structures with the same formula, charge and spin ... 73.91 kcal per mole
E ... -11956.9045 eV

```
19
Properties=species:S:1:pos:R:3:forces:R:3:nbo_charge:R:1
C -1.5967 0.2278 0.9548 -0.68 -0.44 0.34 -0.452
N -0.7253 0.4431 -0.2627 0.77 -1.06 3.06 -0.437
C -0.3274 1.7472 -0.5365 -1.20 -1.64 -1.60 0.530
O 0.4765 1.8709 -1.4296 0.56 1.64 0.10 -0.609
C 0.4627 -0.5873 -0.1050 -1.64 2.07 0.36 -0.239
C 0.1074 -1.9623 -0.4615 -2.27 -0.06 -3.19 -0.069
O -1.0891 -2.2006 0.2169 -1.95 -2.52 0.53 -0.746
H -1.0420 -0.3256 1.7807 -0.32 1.60 -0.60 0.197
H -2.2086 1.1269 1.2900 1.20 -0.90 -0.47 0.200
H -2.2855 -0.5968 0.7428 -0.27 0.79 -0.37 0.234
H -0.9849 2.5748 -0.1216 0.80 -0.72 -0.07 0.126
H 0.6353 -0.5108 0.9376 0.14 -0.44 1.30 0.192
H 1.3825 -0.2357 -0.4506 1.06 0.71 -1.56 0.244
H -0.1502 -2.0639 -1.6072 1.06 0.17 1.86 0.163
H 0.7849 -2.6913 -0.1267 1.64 -0.71 0.01 0.182
H -1.4409 -3.1205 0.0541 0.82 1.53 0.12 0.480
O 2.8047 1.8898 -0.0297 2.97 -4.27 -1.81 -0.947
H 2.3604 2.6386 0.1677 -2.28 3.74 0.51 0.463
H 2.8364 1.7757 -1.0135 -0.42 0.50 1.49 0.487
```
Positions in Å, forces in eV/Å.

[4]
Formula: C3H10N2O
Source: the OMol25 dataset
Level of theory: ωB97M-V with the def2-TZVPD basis set

Kohn-Sham gap ... 9.01 eV
HOMO ... -8.6 eV
Energy above the lowest of the compared OMol25 structures with the same formula, charge and spin ... 117.95 kcal per mole
E ... -8296.3894 eV

```
16
Properties=species:S:1:pos:R:3:forces:R:3:nbo_charge:R:1
N 0.4346 0.2828 1.2489 -0.96 -1.34 -1.89 -1.004
C 2.0855 -0.7652 0.8200 1.03 -1.08 -1.58 0.234
O 1.8958 -1.6504 -0.0531 -0.11 0.60 1.36 -0.718
H -0.2291 -0.4887 1.1876 0.15 0.08 0.85 0.347
H 0.8368 0.2947 2.1785 0.20 0.64 -0.25 0.402
H 2.5756 0.1629 0.4496 -0.04 0.00 0.60 0.095
H 2.3165 -1.0177 1.8818 -0.18 -0.04 -0.42 0.111
C -2.1152 0.0841 -1.1815 1.03 -0.16 0.12 -0.421
C 0.2431 0.5445 -0.6369 -1.48 -0.14 3.42 0.110
N -1.1036 0.9910 -0.5689 0.77 -0.95 -2.06 -0.637
H -3.0407 0.6305 -1.3943 0.30 -0.13 0.06 0.214
H -2.3166 -0.7787 -0.5213 -0.14 0.24 -0.28 0.184
H -1.6791 -0.3006 -2.1274 -0.51 0.26 0.53 0.206
H 0.3797 -0.5227 -0.9856 0.24 1.46 0.00 0.253
H 1.0851 1.2354 -0.6421 -0.49 0.01 -0.64 0.211
H -1.3684 1.2981 0.3447 0.19 0.55 0.19 0.412
```
Positions in Å, forces in eV/Å.

Among the records above, which one has the highest E?
C3H10N2O

Please write out number 4 again, unchanged.
Formula: C3H10N2O
Source: the OMol25 dataset
Level of theory: ωB97M-V with the def2-TZVPD basis set

Kohn-Sham gap ... 9.01 eV
HOMO ... -8.6 eV
Energy above the lowest of the compared OMol25 structures with the same formula, charge and spin ... 117.95 kcal per mole
E ... -8296.3894 eV

```
16
Properties=species:S:1:pos:R:3:forces:R:3:nbo_charge:R:1
N 0.4346 0.2828 1.2489 -0.96 -1.34 -1.89 -1.004
C 2.0855 -0.7652 0.8200 1.03 -1.08 -1.58 0.234
O 1.8958 -1.6504 -0.0531 -0.11 0.60 1.36 -0.718
H -0.2291 -0.4887 1.1876 0.15 0.08 0.85 0.347
H 0.8368 0.2947 2.1785 0.20 0.64 -0.25 0.402
H 2.5756 0.1629 0.4496 -0.04 0.00 0.60 0.095
H 2.3165 -1.0177 1.8818 -0.18 -0.04 -0.42 0.111
C -2.1152 0.0841 -1.1815 1.03 -0.16 0.12 -0.421
C 0.2431 0.5445 -0.6369 -1.48 -0.14 3.42 0.110
N -1.1036 0.9910 -0.5689 0.77 -0.95 -2.06 -0.637
H -3.0407 0.6305 -1.3943 0.30 -0.13 0.06 0.214
H -2.3166 -0.7787 -0.5213 -0.14 0.24 -0.28 0.184
H -1.6791 -0.3006 -2.1274 -0.51 0.26 0.53 0.206
H 0.3797 -0.5227 -0.9856 0.24 1.46 0.00 0.253
H 1.0851 1.2354 -0.6421 -0.49 0.01 -0.64 0.211
H -1.3684 1.2981 0.3447 0.19 0.55 0.19 0.412
```
Positions in Å, forces in eV/Å.

Among the records above, which one has the highest E?
C3H10N2O

What is the E in the fourth record?
-8296.3894 eV